P | Below is C15H18NOPdS4SbSi as an isolated structure, with properties calculated with wB97M-V/def2-TZVPD.

Structure (ORCA input):
```
! RIJCOSX wB97M-V def2-TZVPD def2/J DEFGRID3
* xyz -2 1
Pd -1.234 -0.597 -0.798
S -5.667 -0.355 -0.725
Sb -3.681 -0.339 -1.892
S -2.468 -2.462 -1.364
S -2.317 1.459 -0.798
S -3.684 -0.022 -4.147
C -4.288 1.017 3.368
N -3.199 0.058 3.328
C -2.355 -0.172 4.473
C -2.770 -0.358 2.106
O -1.755 -1.006 1.920
H -4.638 1.116 4.396
H -5.114 0.666 2.750
H -3.994 2.006 3.004
H -2.906 0.080 5.379
H -1.435 0.423 4.441
H -2.057 -1.220 4.511
H -3.436 -0.077 1.279
C 2.777 3.635 -2.378
C 2.750 2.738 -3.435
C 2.086 1.523 -3.293
C 1.434 1.177 -2.109
C 1.457 2.106 -1.066
C 2.126 3.314 -1.191
Si 0.601 -0.522 -1.970
C 1.812 -1.575 -0.954
C 1.888 -1.465 0.439
C 2.783 -2.230 1.172
C 3.619 -3.137 0.531
C 3.549 -3.275 -0.847
C 2.652 -2.500 -1.575
H 3.286 4.587 -2.481
H 3.237 2.984 -4.372
H 2.069 0.831 -4.129
H 0.908 1.889 -0.156
H 2.122 4.019 -0.367
H 0.714 -1.039 -3.357
H 1.212 -0.793 0.958
H 2.816 -2.131 2.251
H 4.311 -3.742 1.105
H 4.186 -3.990 -1.357
H 2.602 -2.620 -2.653
*
```

Computed properties:
orbital gap = 5.82 eV
HOMO = -1.22 eV

Mulliken population analysis, charges in e, atoms 1 to 6: Pd 0.532; S -0.773; Sb 0.787; S -0.683; S -0.753; S -0.783

=====

Q | Below is C15H18NOPdS4SbSi as an isolated structure, with properties calculated with wB97M-V/def2-TZVPD.

Structure (ORCA input):
```
! RIJCOSX wB97M-V def2-TZVPD def2/J DEFGRID3
* xyz -2 1
Pd 1.767 0.928 1.258
S 2.582 -2.363 3.786
Sb 3.231 -0.313 3.114
S -0.344 1.575 1.248
S 4.017 -0.049 0.947
S 4.003 1.182 4.625
C 0.612 3.046 -1.882
N 2.000 3.145 -1.496
C 2.878 2.083 -1.943
C 2.388 3.939 -0.467
O 3.512 3.975 -0.013
H 0.517 3.106 -2.971
H 0.049 3.864 -1.432
H 0.172 2.114 -1.526
H 3.103 2.189 -3.010
H 2.397 1.117 -1.772
H 3.803 2.118 -1.369
H 1.568 4.577 -0.098
C -2.981 -2.988 3.284
C -1.932 -3.622 2.636
C -1.010 -2.872 1.918
C -1.103 -1.479 1.816
C -2.158 -0.866 2.491
C -3.086 -1.605 3.211
Si 0.169 -0.615 0.697
C -0.694 -0.606 -1.029
C -1.757 0.227 -1.400
C -2.358 0.128 -2.644
C -1.910 -0.804 -3.576
C -0.860 -1.639 -3.238
C -0.272 -1.539 -1.979
H -3.701 -3.564 3.855
H -1.820 -4.699 2.703
H -0.176 -3.376 1.440
H -2.233 0.214 2.455
H -3.892 -1.096 3.728
H 1.121 -1.742 0.454
H -2.098 0.971 -0.691
H -3.183 0.787 -2.897
H -2.374 -0.875 -4.553
H -0.494 -2.370 -3.953
H 0.549 -2.200 -1.724
*
```

Computed properties:
orbital gap (alpha / beta) = 6.35 / 6.35 eV
HOMO (alpha / beta) = -1.65 / -1.65 eV

Mulliken population analysis, charges in e, atoms 1 to 6: Pd -0.267; S -0.666; Sb 0.796; S -0.890; S -0.562; S -0.679

=====

Most stable to least stable, the ends of the list are Q and P.

=====

P | Below is C29H27BrN7O6SSn as an isolated structure, with properties calculated with wB97M-V/def2-TZVPD.

Structure (ORCA input):
```
! RIJCOSX wB97M-V def2-TZVPD def2/J DEFGRID3
* xyz -1 1
Sn -0.298 0.849 -0.292
O 0.562 1.571 -6.679
C 0.313 1.422 -5.511
C 0.498 0.159 -4.698
O 0.832 -0.942 -5.109
C 0.184 0.530 -3.337
C -0.228 1.866 -3.229
O -0.543 2.398 -2.114
C -0.234 2.482 -4.567
O -0.616 3.587 -4.884
O 0.248 -0.247 -2.296
C -0.196 5.046 3.753
N -0.172 3.919 2.848
C 1.122 3.297 2.628
C -1.282 3.469 2.253
O -1.378 2.511 1.495
H 0.416 5.861 3.360
H 0.203 4.755 4.727
H -1.218 5.400 3.878
H 1.397 2.661 3.473
H 1.880 4.071 2.502
H 1.080 2.683 1.737
H -2.173 4.060 2.520
C -0.281 -3.038 1.954
C -1.502 -2.621 1.187
C -1.663 -3.309 -0.140
C -2.376 -1.744 1.695
C -3.670 -1.320 1.139
C -3.907 -1.116 -0.223
C -5.171 -0.771 -0.680
C -6.218 -0.594 0.210
C -5.987 -0.746 1.571
C -4.731 -1.108 2.025
H 0.626 -2.779 1.401
H -0.281 -4.122 2.093
H -0.232 -2.566 2.934
H -1.266 -4.324 -0.085
H -1.094 -2.777 -0.909
H -2.705 -3.356 -0.450
H -2.174 -1.354 2.689
H -3.093 -1.189 -0.931
H -5.338 -0.629 -1.741
H -7.205 -0.332 -0.151
H -6.788 -0.573 2.279
H -4.567 -1.240 3.089
S 3.613 -1.415 -0.499
C 2.692 -2.680 -1.042
N 1.755 -2.445 -2.026
C 1.046 -3.421 -2.599
C 1.211 -4.715 -2.192
C 2.105 -4.907 -1.121
N 2.816 -3.955 -0.576
H 1.484 -1.463 -2.246
H 0.360 -3.112 -3.378
H 0.664 -5.527 -2.643
H 2.231 -5.895 -0.684
Br 4.310 3.389 -3.777
C 3.915 2.618 -2.092
C 4.940 2.245 -1.239
C 4.594 1.721 -0.007
C 3.252 1.586 0.309
N 2.272 1.945 -0.518
C 2.597 2.450 -1.705
H 5.973 2.359 -1.538
H 5.349 1.388 0.690
H 2.943 1.171 1.259
H 1.783 2.733 -2.359
N 1.737 -2.042 5.656
C 1.695 -1.291 4.773
N 1.681 -0.360 3.865
C 1.276 -0.228 2.680
N 0.932 0.051 1.593
*
```

Computed properties:
orbital gap = 7.37 eV
HOMO = -5.27 eV

Mulliken population analysis, charges in e, atoms 1 to 6: Sn 1.142; O -0.602; C 0.243; C 0.171; O -0.686; C 0.615

=====

Q | Below is C29H27BrN7O6SSn as an isolated structure, with properties calculated with wB97M-V/def2-TZVPD.

Structure (ORCA input):
```
! RIJCOSX wB97M-V def2-TZVPD def2/J DEFGRID3
* xyz -1 1
Sn -0.320 -1.050 0.647
O -1.769 0.056 -5.882
C -1.290 0.112 -4.764
C -1.549 1.162 -3.715
O -2.172 2.202 -3.880
C -0.888 0.703 -2.499
C -0.392 -0.601 -2.702
O -0.025 -1.461 -1.836
C -0.377 -0.888 -4.141
O 0.261 -1.780 -4.696
O -0.861 1.473 -1.418
C -5.126 2.318 2.013
N -4.511 1.019 2.098
C -5.315 -0.004 2.730
C -3.308 0.746 1.591
O -2.789 -0.358 1.609
H -6.007 2.272 1.369
H -4.423 3.038 1.606
H -5.435 2.645 3.009
H -6.242 -0.148 2.171
H -5.558 0.297 3.753
H -4.754 -0.935 2.746
H -2.809 1.617 1.144
C 1.925 1.401 -2.110
C 1.515 1.674 -0.660
C 2.476 0.882 0.228
C 0.056 1.218 -0.331
C 1.625 3.169 -0.405
C 2.283 3.695 0.704
C 2.417 5.063 0.876
C 1.893 5.941 -0.056
C 1.204 5.434 -1.144
C 1.065 4.070 -1.307
H 1.959 0.331 -2.289
H 2.918 1.814 -2.286
H 1.245 1.844 -2.831
H 2.463 -0.167 -0.072
H 2.172 0.920 1.270
H 3.498 1.247 0.130
H -0.314 1.932 0.426
H 2.707 3.043 1.450
H 2.947 5.440 1.742
H 2.027 7.007 0.062
H 0.777 6.101 -1.878
H 0.507 3.704 -2.154
S 2.176 -3.207 0.237
C 3.006 -2.621 -1.071
N 2.350 -2.392 -2.262
C 2.965 -1.817 -3.300
C 4.294 -1.490 -3.215
C 4.937 -1.836 -2.008
N 4.329 -2.386 -0.999
H 1.306 -2.413 -2.253
H 2.356 -1.647 -4.180
H 4.807 -0.990 -4.020
H 5.997 -1.667 -1.870
Br -4.344 -4.696 4.089
C -2.907 -4.754 2.845
C -2.537 -5.953 2.256
C -1.509 -5.922 1.327
C -0.907 -4.706 1.039
N -1.265 -3.580 1.632
C -2.239 -3.586 2.517
H -3.047 -6.876 2.500
H -1.184 -6.826 0.834
H -0.109 -4.609 0.318
H -2.486 -2.628 2.955
N 3.600 0.354 6.078
C 2.816 -0.102 5.363
N 1.914 -0.687 4.666
C 1.324 -0.577 3.587
N 0.651 -0.584 2.621
*
```

Computed properties:
orbital gap = 6.40 eV
HOMO = -4.46 eV

Mulliken population analysis, charges in e, atoms 1 to 6: Sn 1.396; O -0.605; C 0.254; C 0.222; O -0.701; C 0.214

=====

Most stable to least stable, the ends of the list are P and Q.

=====

P | Below is one molecule with the formula C4H10ClN, with properties calculated with wB97M-V/def2-TZVPD.

Structure (ORCA input):
```
! RIJCOSX wB97M-V def2-TZVPD def2/J DEFGRID3
* xyz 0 1
C -0.753 -1.778 -0.514
C 0.160 -0.583 -0.762
N 0.247 0.292 0.397
C -0.982 0.989 0.711
C 1.391 1.132 0.369
Cl 2.838 0.198 0.899
H -1.800 -1.487 -0.497
H -0.617 -2.509 -1.306
H -0.499 -2.239 0.437
H 1.170 -0.953 -0.954
H -0.179 -0.027 -1.654
H -0.848 1.563 1.626
H -1.302 1.670 -0.092
H -1.768 0.257 0.882
H 1.653 1.524 -0.624
H 1.289 1.951 1.082
*
```

Computed properties:
structure (SMILES) = CCN(C)CCl
orbital gap = 9.95 eV
HOMO = -8.90 eV

Mulliken population analysis, charges in e, atoms 1 to 6: C -1.306; C -0.390; N 0.017; C -1.035; C -0.480; Cl -0.216

=====

Q | Below is one molecule with the formula C4H10ClN, with properties calculated with wB97M-V/def2-TZVPD.

Structure (ORCA input):
```
! RIJCOSX wB97M-V def2-TZVPD def2/J DEFGRID3
* xyz 0 1
C -0.685 0.264 -2.222
N -0.719 -0.203 -0.836
C 0.599 -0.191 -0.245
C 0.648 -0.609 1.213
C -0.150 0.418 2.048
Cl 0.476 2.026 1.805
H -0.824 -0.666 -2.939
H 0.332 0.635 -2.386
H -1.403 1.123 -2.391
H -1.162 -1.101 -0.826
H 1.116 0.804 -0.269
H 1.239 -0.862 -0.746
H 0.255 -1.618 1.426
H 1.686 -0.662 1.528
H -0.194 0.174 3.092
H -1.216 0.466 1.746
*
```

Computed properties:
structure (SMILES) = CNCCCCl
orbital gap = 9.84 eV
HOMO = -8.78 eV

Mulliken population analysis, charges in e, atoms 1 to 6: C -0.762; N -0.286; C -0.752; C -0.705; C -0.471; Cl -0.207

=====

Most stable to least stable, the ends of the list are P and Q.